Entry from OMol25: C65H52BrN3O5P2Pb as an isolated structure in a non-equilibrium geometry (wB97M-V/def2-TZVPD).

The geometry in XYZ format:
```
129
Properties=species:S:1:pos:R:3:forces:R:3:mulliken_charge:R:1
Pb 0.422535 0.738582 0.251158 1.317 0.268 0.946 2.438
Br -2.680296 0.221906 0.878316 -0.498 -0.162 0.279 -0.091
P 0.079560 0.279391 -2.753318 -0.022 -0.505 -1.083 0.354
P -0.080704 -3.494987 0.306586 0.051 -0.005 0.111 1.152
O 3.986971 2.843273 -0.961534 -0.089 0.018 0.067 -0.760
O 1.469677 2.069427 1.826103 -0.149 -0.349 -0.575 -0.469
O 2.844964 1.428327 5.664835 -0.107 -0.018 -0.071 -0.566
O 2.514005 1.180947 -0.714305 -0.535 -0.155 0.100 -0.573
O -0.233611 -2.869127 -2.590715 -0.072 -0.345 -0.491 0.376
N -0.530795 0.785922 2.942099 -0.510 0.231 -0.166 0.359
N 0.572717 0.874588 3.650891 0.380 -0.204 0.367 -0.320
N 0.479747 3.050979 -0.612467 0.283 -0.083 -0.168 1.127
C -7.969122 -0.089543 1.630168 -0.054 0.037 -0.032 -0.437
C -2.587896 -4.627937 0.736912 0.081 -0.011 0.060 -0.679
C -4.117792 0.508753 3.338823 0.393 -0.027 -0.189 -1.030
C -1.860368 3.556569 -0.473232 0.030 -0.047 0.131 0.388
C 4.303967 1.389223 -4.225338 0.016 0.052 -0.011 -0.639
C -1.681637 0.664651 3.495911 0.601 -0.138 0.511 -1.003
C 1.125184 5.757907 -0.474314 0.038 -0.184 -0.059 -1.351
C -0.515043 3.975403 -0.507929 -0.220 0.472 0.077 -0.495
C -3.663340 -5.056052 1.494510 -0.077 0.016 0.002 -0.639
C 1.495727 -4.136130 0.992588 -0.157 0.093 0.081 0.844
C 2.624720 -0.176665 -3.532789 -0.097 0.023 -0.003 -0.875
C 1.667876 0.840014 -3.474744 0.016 0.218 0.205 1.315
C -7.014792 0.621972 0.919859 -0.002 0.021 0.039 -0.774
C -3.738035 2.791487 -3.482844 0.039 0.018 -0.035 -0.771
C 3.033922 0.992439 3.331314 -0.210 0.200 0.006 0.113
C -3.576039 -5.082481 2.878921 -0.023 -0.019 -0.009 -0.590
C 3.895997 -4.059631 0.790131 0.069 0.021 -0.030 -0.598
C -7.685144 -0.516059 2.919155 -0.086 -0.010 0.003 -0.599
C -0.553062 -4.738053 -4.869830 -0.005 -0.166 -0.216 1.536
C 1.614980 -5.150613 1.936339 0.137 0.038 -0.020 -0.136
C 3.584768 0.943882 4.610162 0.245 -0.098 -0.167 0.895
C 2.646934 -3.584899 0.431159 -0.075 0.040 0.075 -0.787
C -3.765088 1.452659 -3.114607 -0.064 0.010 0.055 -0.791
C -0.287344 -4.247537 -2.393181 0.022 -0.244 0.299 -0.939
C -2.906445 0.507776 2.759261 -0.588 -0.052 -0.266 0.582
C 3.928521 0.094010 -3.897850 -0.005 -0.047 -0.005 -0.779
C 3.782106 0.520271 2.265538 0.029 -0.030 0.104 0.241
C 5.612087 0.003051 3.723663 0.010 0.014 -0.028 -0.618
C -0.600718 -2.671732 -6.254447 -0.005 -0.232 -0.021 -0.404
C -0.529945 -1.316884 -6.454168 -0.031 0.334 -0.463 -1.556
C -0.501146 -3.235712 -4.991681 0.081 0.371 0.541 0.644
C -1.342728 1.369452 -3.163049 0.066 0.126 0.190 1.162
C 4.864709 0.443871 4.805091 0.028 0.006 0.114 -0.725
C 5.068164 0.034843 2.451838 0.013 -0.074 -0.085 -1.247
C -0.322868 -6.973541 -1.830975 -0.002 -0.385 0.145 -1.561
C -0.192812 -4.706734 -1.063819 0.024 0.700 -0.650 0.088
C -5.441101 0.373275 2.737890 -0.266 -0.051 -0.133 0.615
C -2.518221 3.417597 -3.668902 -0.058 0.023 -0.102 -0.618
C -0.346719 -0.477854 -5.381197 -0.026 -0.001 0.354 -0.453
C -1.331261 2.715670 -3.508886 0.057 -0.062 -0.135 -0.353
C 4.010199 -5.062418 1.740069 0.046 -0.051 0.037 -0.645
C -0.441656 -6.520119 -3.124735 -0.012 0.012 -0.088 -0.681
C 2.860572 2.406567 -0.781779 0.227 0.101 0.004 0.191
C -0.425585 -5.166417 -3.435404 0.021 0.358 0.307 1.037
C 2.094556 4.809789 -0.598200 0.043 0.176 0.004 -1.462
C -0.231021 5.360705 -0.430644 0.025 -0.244 0.049 1.213
C 3.372215 2.406714 -4.146619 0.079 0.043 -0.015 -0.848
C -2.582090 0.756924 -2.945137 0.067 -0.018 0.083 -1.097
C -0.243306 -0.976914 -4.088223 -0.147 -0.948 0.539 0.247
C -1.397769 -4.229141 1.348545 -0.027 0.270 0.075 0.260
C -2.586509 5.839288 -0.237478 0.019 0.131 -0.021 -0.920
C -1.892930 -5.247028 -5.429293 0.062 0.011 -0.034 -1.698
C -5.770543 0.869671 1.473953 -0.066 0.019 0.056 -0.070
C 2.068179 2.139801 -3.754487 -0.100 -0.066 -0.066 0.036
C 1.731986 3.448401 -0.659225 -0.001 -0.051 0.050 0.908
C 1.707739 1.712532 3.088652 -0.237 0.197 0.535 -0.282
C -2.871117 4.464805 -0.333016 0.075 -0.096 0.030 -0.970
C 0.620895 -5.341292 -5.661678 -0.069 0.009 -0.049 -1.667
C -0.332653 -2.383397 -3.886289 0.017 0.472 -0.398 -0.376
C -2.408267 -4.666136 3.495421 0.033 0.063 0.162 -0.701
C 2.870871 -5.593953 2.324003 -0.018 -0.072 0.002 -0.865
C -6.437716 -0.282120 3.468575 0.118 -0.002 -0.064 -0.573
C -1.293205 6.278767 -0.288399 -0.123 -0.016 -0.049 -0.898
C -1.331151 -4.226698 2.739582 -0.023 0.021 -0.075 -0.683
C -0.196171 -6.068511 -0.801270 -0.009 0.242 -0.079 -0.045
H -2.723602 -4.810685 -4.874618 -0.028 -0.001 0.008 0.375
H 1.363478 6.812454 -0.411231 0.068 0.010 0.025 0.426
H -0.544063 -7.245469 -3.920616 -0.015 0.021 -0.054 0.397
H -0.729406 -3.317562 -7.112748 -0.007 -0.045 0.007 0.399
H -8.442184 -1.029723 3.496746 0.011 -0.037 0.012 0.380
H 1.567463 -4.989933 -5.251217 0.034 0.000 -0.016 0.374
H 6.626726 -0.342214 3.874374 -0.012 -0.043 0.044 0.392
H -0.338042 -8.034360 -1.621179 0.021 -0.039 -0.020 0.415
H -4.576205 -5.364899 1.003546 -0.034 -0.012 -0.023 0.434
H 1.390353 2.968809 -3.635004 -0.004 0.045 -0.042 0.087
H -0.428860 -3.887087 3.231361 -0.022 0.045 0.067 0.634
H -1.789091 0.686435 4.584936 0.021 -0.001 -0.038 0.314
H -2.334010 -4.671191 4.575698 -0.003 -0.006 0.006 0.421
H -5.068094 1.476785 0.926332 0.101 -0.044 -0.021 0.659
H 3.364144 0.579735 1.271780 0.049 0.118 -0.080 0.266
H 0.488845 0.926161 4.664756 -0.125 0.041 -0.093 0.259
H 1.715687 2.597066 3.763907 0.030 -0.097 -0.205 0.213
H 4.781326 -3.638963 0.334876 0.054 0.036 -0.009 0.454
H -0.403417 3.239898 -3.662210 0.024 0.032 0.010 0.202
H 5.290973 0.419507 5.803349 -0.032 0.016 0.020 0.260
H -2.066567 2.500882 -0.563805 -0.106 -0.054 -0.032 0.234
H 3.665711 3.428667 -4.345140 0.012 0.017 -0.023 0.409
H -7.235300 0.996685 -0.070868 -0.052 0.016 -0.012 0.405
H -0.280460 0.591775 -5.533969 0.029 0.020 -0.015 0.413
H 0.569465 -5.051253 -6.710284 0.026 -0.026 -0.038 0.404
H 3.149369 5.039827 -0.627011 -0.006 -0.001 -0.044 0.669
H 4.662519 -0.701058 -3.899635 -0.010 -0.028 -0.047 0.425
H 0.732687 -5.603651 2.366885 0.013 -0.002 0.032 0.470
H 0.603705 -6.428943 -5.605098 0.020 -0.028 -0.036 0.420
H 5.325649 1.607308 -4.505177 0.012 0.004 0.013 0.370
H -3.400307 6.544016 -0.132476 0.007 0.037 0.027 0.422
H -2.611261 -0.282274 -2.633695 -0.038 -0.051 -0.043 0.522
H -2.665338 -4.607220 -0.342704 -0.045 -0.032 -0.015 0.372
H -2.000603 -4.976059 -6.478692 -0.029 -0.019 -0.034 0.397
H -1.956794 -6.331393 -5.350240 -0.022 -0.031 -0.020 0.407
H -6.218483 -0.624446 4.472351 0.023 -0.035 0.013 0.375
H -3.899910 4.131705 -0.298617 -0.009 -0.052 -0.025 0.517
H 2.954379 -6.364708 3.079308 0.025 -0.045 -0.021 0.422
H 2.342637 -1.184604 -3.247123 0.046 -0.043 -0.050 0.231
H 2.560300 -2.782250 -0.295316 0.007 -0.009 0.014 0.367
H -1.063727 7.334150 -0.217400 0.011 0.033 -0.005 0.438
H -4.710882 0.953603 -2.947659 -0.009 -0.029 -0.003 0.490
H -4.112277 0.539472 4.424323 0.103 0.111 0.031 0.374
H -2.481201 4.466436 -3.932743 0.001 0.024 -0.014 0.506
H 5.651401 -0.279632 1.597059 0.000 -0.050 -0.011 0.488
H -8.937074 -0.285861 1.189679 -0.038 -0.009 0.012 0.386
H -4.659862 3.341560 -3.617747 -0.018 0.008 0.020 0.391
H -4.417464 -5.416091 3.471387 -0.004 -0.017 0.014 0.419
H 3.418052 1.471523 6.436632 -0.059 -0.007 0.035 0.314
H 4.987009 -5.432918 2.020270 0.024 0.023 0.050 0.380
H -0.108007 -6.413916 0.219973 -0.022 0.013 0.018 0.383
H -0.604875 -0.910863 -7.453828 -0.013 0.017 -0.025 0.409
```
Positions in Å, forces in eV/Å.

**Strongest force on any atom**: 1.6 eV/A
**HOMO-LUMO gap**: 7.36 eV
**E**: -176825.3223 eV
**Energy above the lowest of the compared OMol25 structures with the same formula, charge and spin**: 88.1 kJ/mol